Record 1
C31H40MgO3 | ωB97M-V/def2-TZVPD

Each line ends with the Mulliken charge.
Cartesian coordinates (Å):
Mg (0.6248, -0.5360, -0.6806)  1.95
C (2.5731, 0.5364, -1.0632)  -0.88
C (1.5581, 1.5489, -1.0044)  0.03
C (1.0552, 1.5454, 0.3475)  -0.55
C (1.7683, 0.5240, 1.0433)  0.09
C (2.7108, -0.0887, 0.1970)  -0.41
C (3.7061, -1.1629, 0.5910)  2.10
C (3.0428, -2.2118, 1.4901)  -1.47
C (4.8588, -0.4986, 1.3568)  -1.78
C (4.2641, -1.8648, -0.6483)  -1.86
C (0.0767, 2.4587, 1.1061)  2.72
C (-1.3945, 2.2762, 0.6902)  -1.52
C (0.1133, 2.1474, 2.6101)  -2.13
C (0.4900, 3.9309, 0.9672)  -1.88
C (1.3245, 2.4498, -2.2239)  2.18
C (-0.1237, 2.9128, -2.4066)  -1.64
C (2.2538, 3.6719, -2.1365)  -1.61
C (1.6858, 1.7005, -3.5173)  -1.91
H (3.1664, 0.3090, -1.9333)  0.24
H (1.6215, 0.2687, 2.0801)  0.57
H (2.6256, -1.7568, 2.3913)  0.29
H (3.7786, -2.9549, 1.8053)  0.53
H (2.2441, -2.7315, 0.9559)  0.17
H (4.4904, -0.0047, 2.2578)  0.31
H (5.3508, 0.2536, 0.7373)  0.36
H (5.6023, -1.2430, 1.6518)  0.47
H (3.4660, -2.3416, -1.2217)  0.30
H (4.9741, -2.6389, -0.3509)  0.46
H (4.7913, -1.1652, -1.2995)  0.36
H (-1.7773, 1.3377, 1.1034)  -0.01
H (-1.5387, 2.2842, -0.3885)  0.00
H (-2.0091, 3.0763, 1.1101)  0.66
H (-0.1938, 1.1211, 2.8200)  0.22
H (-0.5869, 2.8101, 3.1234)  0.46
H (1.1056, 2.3123, 3.0320)  0.38
H (0.3540, 4.3169, -0.0389)  0.26
H (1.5407, 4.0534, 1.2360)  0.34
H (-0.1093, 4.5489, 1.6400)  0.50
H (-0.4764, 3.5459, -1.5985)  0.27
H (-0.7996, 2.0571, -2.4961)  0.10
H (-0.2037, 3.4911, -3.3295)  0.56
H (2.0518, 4.2747, -1.2536)  0.21
H (2.1343, 4.3058, -3.0190)  0.47
H (3.2946, 3.3476, -2.0869)  0.34
H (1.1086, 0.7778, -3.6241)  0.30
H (2.7439, 1.4496, -3.5713)  0.38
H (1.4599, 2.3351, -4.3761)  0.46
O (-1.4083, -0.6103, -0.8082)  -0.90
C (-1.8949, -1.8968, -0.2890)  2.77
C (-0.7542, -2.9338, -0.5555)  -0.25
O (-1.0164, -4.1032, -0.3869)  -0.67
O (0.3848, -2.4214, -0.8715)  -0.77
C (-2.0736, -1.6968, 1.2109)  0.06
C (-1.0580, -2.0249, 2.1049)  -0.37
C (-1.1775, -1.7020, 3.4492)  -0.91
C (-2.3106, -1.0491, 3.9129)  -0.55
C (-3.3306, -0.7280, 3.0289)  -0.78
C (-3.2139, -1.0538, 1.6855)  -0.13
C (-3.1683, -2.2887, -1.0047)  -0.86
C (-3.5998, -1.6242, -2.1447)  -0.20
C (-4.7694, -2.0178, -2.7854)  -0.88
C (-5.5087, -3.0803, -2.2951)  -0.40
C (-5.0732, -3.7536, -1.1598)  -0.96
C (-3.9122, -3.3613, -0.5171)  -0.08
H (-1.9679, 0.0978, -0.4613)  0.28
H (-0.1741, -2.5497, 1.7617)  0.42
H (-0.3838, -1.9680, 4.1355)  0.44
H (-2.4023, -0.7990, 4.9618)  0.42
H (-4.2227, -0.2296, 3.3855)  0.41
H (-4.0207, -0.8175, 1.0005)  0.48
H (-3.0217, -0.8047, -2.5492)  0.38
H (-5.0953, -1.4910, -3.6729)  0.43
H (-6.4181, -3.3880, -2.7945)  0.39
H (-5.6404, -4.5910, -0.7748)  0.39
H (-3.5659, -3.8937, 0.3581)  0.46

Force components x, y, z for each atom (eV/Å):
Mg 0.0 0.0 0.1
C 0.0 0.0 0.2
C 0.0 0.0 0.0
C 0.0 0.0 0.1
C 0.0 0.0 0.0
C 0.0 0.0 -0.2
C 0.0 0.0 0.0
C 0.0 0.0 0.0
C 0.0 0.0 0.0
C 0.0 0.0 0.0
C 0.0 0.0 0.0
C 0.0 0.0 0.0
C 0.0 0.0 0.0
C 0.0 0.0 0.0
C 0.0 0.0 0.0
C 0.0 0.0 0.0
C 0.0 0.0 0.0
C 0.0 0.0 0.0
H 0.0 0.0 0.0
H 0.0 0.0 0.0
H 0.0 0.0 0.0
H 0.0 0.0 0.0
H 0.0 0.0 0.0
H 0.0 0.0 0.0
H 0.0 0.0 0.0
H 0.0 0.0 0.0
H 0.0 0.0 0.0
H 0.0 0.0 0.0
H 0.0 0.0 0.0
H 0.0 0.0 0.0
H 0.0 0.0 0.0
H 0.0 0.0 0.0
H 0.0 0.0 0.0
H 0.0 0.0 0.0
H 0.0 0.0 0.0
H 0.0 0.0 0.0
H 0.0 0.0 0.0
H 0.0 0.0 0.0
H 0.0 0.0 0.0
H 0.0 0.0 0.0
H 0.0 0.0 0.0
H 0.0 0.0 0.0
H 0.0 0.0 0.0
H 0.0 0.0 0.0
H 0.0 0.0 0.0
H 0.0 0.0 0.0
H 0.0 0.0 0.0
O 0.0 0.0 0.0
C 0.0 0.1 0.0
C 0.0 0.0 0.0
O 0.0 0.0 0.0
O -0.1 -0.1 0.0
C 0.0 0.0 0.0
C 0.0 0.0 0.0
C 0.0 0.0 0.0
C 0.0 0.0 0.0
C 0.0 0.0 0.0
C 0.0 0.0 0.0
C 0.0 0.0 0.0
C 0.0 0.0 0.0
C 0.0 0.0 0.0
C 0.0 0.0 0.0
C 0.0 0.0 0.0
C 0.0 0.0 0.0
H 0.0 0.0 0.0
H 0.0 0.0 0.0
H 0.0 0.0 0.0
H 0.0 0.0 0.0
H 0.0 0.0 0.0
H 0.0 0.0 0.0
H 0.0 0.0 0.0
H 0.0 0.0 0.0
H 0.0 0.0 0.0
H 0.0 0.0 0.0
H 0.0 0.0 0.0

Max |F| (eV/Å): 0.22
HOMO-LUMO gap (Eh): 0.3169
Total charge: 0
Multiplicity: 1

Record 2
ClI2P | ωB97M-V/def2-TZVPD

Each line ends with the Mulliken charge.
Cartesian coordinates (Å):
P (-1.3457, 0.9252, 0.8064)  0.09
Cl (-0.2429, -0.4856, 1.6654)  -0.12
I (-2.0703, 0.0674, -1.3019)  0.03
I (2.6702, 2.0096, 0.4166)  -0.01

Force components x, y, z for each atom (eV/Å):
P -0.3 1.1 -0.1
Cl 0.4 -0.8 0.3
I 0.0 -0.2 -0.2
I -0.2 0.0 0.0

Max |F| (eV/Å): 1.12
HOMO-LUMO gap (alpha / beta) (Eh): 0.3096 / 0.1889
Total charge: 0
Multiplicity: 1

For the records above, the corresponding energy above the lowest of the compared OMol25 structures with the same formula, charge and spin values read 0.0, 170.6 kJ/mol.